Entry w
Here is one molecule with the formula C4H6N2O2 from the Open Molecules 2025 dataset. Energies are from ωB97M-V/def2-TZVPD.

Geometry (Å):
N -0.09756 -2.13747 -0.54086
C 0.07141 -0.81696 -0.05323
C 0.28042 -0.41957 1.24685
N 0.27123 0.97990 1.17326
O -0.01730 1.65792 2.35813
C 0.01729 1.43792 -0.09958
C 0.03360 0.34459 -0.91356
O -0.01044 0.23471 -2.30116
H 0.13755 -2.16132 -1.54702
H -1.02423 -2.52169 -0.58482
H 0.39297 -0.94785 2.16193
H -0.89044 1.90971 2.28164
H 0.02498 2.44688 -0.45891
H 0.81053 -0.00678 -2.72267

Results
HOMO energy = -8.292 eV
M = 114.10 g mol⁻¹
LUMO energy = 0.6607 eV
Gap between HOMO and LUMO = 8.953 eV
Structure (SMILES) = Nc1cn(O)cc1O


Entry x
Here is one molecule with the formula C4H6N2O2 from the Open Molecules 2025 dataset. Energies are from ωB97M-V/def2-TZVPD.

Geometry (Å):
C 0.26616 -1.35577 -0.23958
C -1.04505 -0.94268 -0.32795
C 1.26564 -0.43237 0.18203
C -1.50787 0.06401 0.49997
N 0.79513 0.79892 -0.34872
N 1.72525 1.66946 -0.17990
O 2.39918 -0.55470 0.69619
O -2.76518 0.54822 0.58394
H 0.69110 -2.35897 -0.41407
H -1.77272 -1.59173 -0.89083
H -0.88212 0.66416 1.25564
H 2.58061 1.09422 0.17544
H 1.72427 2.30510 -0.98352
H -3.47439 0.09213 -0.00863

Results
HOMO energy (alpha / beta) = -7.843 / -7.526 eV
M = 114.10 g mol⁻¹
LUMO energy (alpha / beta) = -0.3875 / -0.2571 eV
Gap between HOMO and LUMO (alpha / beta) = 7.456 / 7.269 eV


Entry y
Here is a 2-piece molecular cluster, C4H6N2O2 overall from the Open Molecules 2025 dataset. Energies are from ωB97M-V/def2-TZVPD.

Geometry (Å):
C 1.48668 1.03536 -0.99029
C -0.58189 -0.72096 0.69134
N 0.94363 2.01672 -0.39486
C -1.89104 -0.02186 0.50623
C -0.60797 -2.07561 0.72219
O 0.47288 0.04585 0.78548
N 1.97178 0.32296 -1.81629
O -1.98486 1.18337 0.38290
H 1.21967 2.97524 -0.56407
H 0.34829 1.57513 0.40245
H 2.65472 -0.40691 -1.68320
H -2.79172 -0.66635 0.48172
H 0.30171 -2.64850 0.84305
H -1.54187 -2.61443 0.63335

Results
HOMO energy = -7.867 eV
M = 114.10 g mol⁻¹
LUMO energy = 0.2579 eV
Gap between HOMO and LUMO = 8.125 eV


Stability ranking, top and bottom: entry w is the most stable and entry x is the least stable.


Entry w
Here is one molecule with the formula C4H6N2O2 from the Open Molecules 2025 dataset. Energies are from ωB97M-V/def2-TZVPD.

Geometry (Å):
O 1.79104 -1.70995 -1.15218
C 1.42066 -0.99591 -0.22724
O 2.26096 -0.50065 0.66028
C -0.06377 -0.66936 0.05996
C -0.68862 0.31613 -1.07811
C -1.18725 1.38659 -0.10881
N -0.94152 1.18344 1.14547
N -0.14731 0.06057 1.26547
H 1.61316 0.10371 1.14923
H -0.66440 -1.58329 0.01074
H -1.52582 -0.21679 -1.66645
H -0.05331 0.72872 -1.90095
H -1.64462 2.31800 -0.43284
H -0.16920 -0.42119 2.27543

Results
HOMO energy = -9.326 eV
M = 114.10 g mol⁻¹
LUMO energy = 0.5890 eV
Gap between HOMO and LUMO = 9.915 eV
Structure (SMILES) = O=C(O)[C@@H]1CC=NN1


Entry x
Here is C4H6N2O2 as an isolated structure from the Open Molecules 2025 dataset. Energies are from ωB97M-V/def2-TZVPD.

Geometry (Å):
C -1.04348 -0.31022 1.95817
C -0.35875 -0.05187 0.92568
C -0.24602 0.05882 -1.33700
C 1.65434 0.28824 0.12660
H -0.33351 -1.34717 2.54486
H -2.18326 -0.05428 2.48265
H -1.83905 0.80571 -0.56952
H -0.13635 -0.63654 -3.11604
H 1.38699 1.32184 -0.01732
H 2.64532 -0.03511 0.00609
N -0.82467 0.53376 -0.28710
N -0.84315 -0.06731 -2.39243
O 1.18215 -0.08292 -1.21635
O 0.93945 -0.42294 0.89171

Results
HOMO energy = -8.799 eV
M = 114.10 g mol⁻¹
LUMO energy = 0.8019 eV
Gap between HOMO and LUMO = 9.601 eV


Stability ranking, top and bottom: entry w is the most stable and entry x is the least stable.


Entry w
Here is one molecule with the formula C4H6N2O2 from the Open Molecules 2025 dataset. Energies are from ωB97M-V/def2-TZVPD.

Geometry (Å):
O -1.07439 -1.26964 -1.10653
C -1.19609 -0.67519 0.15058
C -0.97575 0.77358 0.45933
N -0.32226 1.54741 -0.57119
C 0.84185 1.04555 -0.71687
N 1.16539 0.05046 0.19172
O 2.12831 -0.84987 -0.21804
C -0.03411 -0.32341 0.98315
H -1.43317 -0.61098 -1.75167
H -1.99271 -1.08121 0.73842
H -1.67611 1.28227 1.06905
H 1.45337 1.22158 -1.59578
H 2.90764 -0.57787 0.31479
H 0.20804 -0.53270 2.05305

Results
HOMO energy = -8.631 eV
M = 114.10 g mol⁻¹
LUMO energy = 0.7881 eV
Gap between HOMO and LUMO = 9.419 eV
Structure (SMILES) = O[C@@H]1[C@@H]2N=CN(O)[C@H]12


Entry x
Here is one molecule with the formula C4H6N2O2 from the Open Molecules 2025 dataset. Energies are from ωB97M-V/def2-TZVPD.

Geometry (Å):
O -1.78255 -1.55649 -0.23373
C -2.42180 -0.53983 0.09158
C -1.93041 0.89444 0.02136
C -0.71316 1.47832 -0.04680
N 0.51814 0.93864 -0.06387
N 0.91020 -0.49940 0.12126
C 2.19705 -0.72296 0.14966
O 3.08751 0.10920 -0.06839
H -3.58680 -0.61514 0.58820
H -2.84935 1.50737 0.36110
H -0.78017 2.49164 -0.13512
H 1.36726 1.40819 -0.21976
H 0.14822 -1.14136 -0.10436
H 2.47281 -1.80689 0.23036

Results
HOMO energy = -8.875 eV
M = 114.10 g mol⁻¹
LUMO energy = 0.1492 eV
Gap between HOMO and LUMO = 9.024 eV
Structure (SMILES) = O=C/C=C\NNC=O


Stability ranking, top and bottom: entry x is the most stable and entry w is the least stable.


Entry w
Here is C5H6S as an isolated structure from the Open Molecules 2025 dataset. Energies are from ωB97M-V/def2-TZVPD.

Geometry (Å):
C 1.02715 -0.91549 0.04570
C 0.02480 -0.92155 0.92084
C -0.27405 1.28572 0.03479
C 0.61974 -0.06197 -1.09751
C -1.03728 0.00428 0.36094
S -1.12071 -0.54576 -1.41629
H 1.97293 -1.42157 0.10131
H -0.06634 -1.43974 1.85409
H 0.35949 1.71359 0.79953
H -0.78482 2.00197 -0.59094
H 1.26128 0.23574 -1.90668
H -1.98217 0.06476 0.89422

Results
HOMO energy = -8.327 eV
M = 98.17 g mol⁻¹
LUMO energy = 0.9101 eV
Gap between HOMO and LUMO = 9.237 eV


Entry x
Here is a 2-piece molecular cluster, C5H6S overall from the Open Molecules 2025 dataset. Energies are from ωB97M-V/def2-TZVPD.

Geometry (Å):
C -0.23542 -1.92199 -0.40214
C 0.54669 -1.02698 -0.58255
C 1.47810 0.01026 -0.80387
C 1.26422 1.29184 -0.53125
H -0.90404 -2.72268 -0.29234
H 2.41500 -0.31357 -1.24257
H 2.01808 2.03255 -0.73937
H 0.34332 1.64669 -0.10171
C -2.18520 -0.11398 0.76875
S -2.95140 0.31384 -0.57607
H -2.49507 -0.96594 1.36385
H -1.35739 0.46087 1.16041

Results
HOMO energy = -8.754 eV
M = 98.17 g mol⁻¹
LUMO energy = -0.1979 eV
Gap between HOMO and LUMO = 8.557 eV
Structure (SMILES) = C#CC=C.C=S


Entry y
Here is one molecule with the formula C5H6S from the Open Molecules 2025 dataset. Energies are from ωB97M-V/def2-TZVPD.

Geometry (Å):
C -1.84543 -1.76069 0.09456
C -1.29224 -0.70733 -0.27801
C -0.56203 0.50868 -0.70709
C 0.11017 1.14806 0.51653
C 0.84309 0.28339 -0.45078
S 1.77398 -1.27107 -0.18147
H -2.10395 -2.94199 0.23109
H -0.93279 1.30540 -1.38841
H 0.32976 2.22582 0.50173
H -0.19392 0.83592 1.68953
H 1.30553 0.99690 -1.05024
H 2.56782 -0.62307 1.02257

Results
HOMO energy = -9.004 eV
M = 98.17 g mol⁻¹
LUMO energy = 0.6264 eV
Gap between HOMO and LUMO = 9.630 eV
Structure (SMILES) = C#C[C@H]1C[C@H]1S


Entry z
Here is one molecule with the formula C5H6S from the Open Molecules 2025 dataset. Energies are from ωB97M-V/def2-TZVPD.

Geometry (Å):
C 1.70961 -0.07164 -0.17006
C 1.20746 1.14189 -0.11724
C -0.32062 1.42906 0.33787
S -1.51232 -0.05480 -0.19592
C -0.31459 -1.44092 0.15177
C 1.04914 -1.21864 0.14120
H 2.76008 -0.12341 -0.55230
H 1.42441 2.21157 -0.28434
H -0.32323 1.83591 1.33687
H -0.60270 2.45309 -0.12139
H -0.69122 -2.38095 0.40804
H 1.64377 -2.15788 0.28659

Results
HOMO energy = -8.094 eV
M = 98.17 g mol⁻¹
LUMO energy = 0.4431 eV
Gap between HOMO and LUMO = 8.537 eV
Structure (SMILES) = C1=CCSC=C1


Stability ranking, top and bottom: entry z is the most stable and entry y is the least stable.